# 1
Below is a gas-phase ion, C6H12N (charge +1), with properties calculated with ωB97M-V/def2-TZVPD.

XYZ file:
```
19
Properties=species:S:1:pos:R:3
C 0.244 1.031 0.087
C -0.066 2.275 -0.114
C 0.926 -0.115 0.640
C 2.179 -0.887 0.036
C -1.557 -0.088 0.862
C -0.793 -0.892 -1.377
N -0.545 -0.173 -0.103
H -1.052 2.491 -0.612
H 0.748 3.013 0.135
H 0.984 -0.278 1.768
H 2.965 -0.133 -0.280
H 1.731 -1.543 -0.797
H 2.425 -1.525 0.866
H -2.547 -0.084 0.388
H -1.561 -0.934 1.707
H -1.482 0.830 1.521
H -1.017 -1.857 -0.932
H -1.701 -0.344 -1.791
H 0.116 -0.785 -2.003
```

Calculated values
LUMO energy (spin up / spin down) in eV: -2.7 / -7.2
Highest occupied orbital energy (spin up / spin down) in eV: -10.3 / -16.0
Charge: +1
Kohn-Sham gap (spin up / spin down) in eV: 7.52 / 8.76
Multiplicity: 3

These are the Mulliken partial charges, in e, on atoms 1 to 4: number 1, C, carries 0.49; number 2, C, carries -0.99; number 3, C, carries 0.02; number 4, C, carries -0.92

=====

# 2
Below is a molecular structure, C6H12N2, with properties calculated with ωB97M-V/def2-TZVPD.

XYZ file:
```
20
Properties=species:S:1:pos:R:3
C -1.885 0.724 0.201
C -0.679 -0.092 -0.145
C 0.377 0.499 0.927
C 1.480 -0.412 0.797
C 0.205 0.255 -1.082
C 0.702 1.524 -0.380
H -1.867 1.870 0.402
H -2.161 0.315 1.375
H -2.607 0.561 -0.539
H -0.445 -2.201 -0.128
H -1.474 -1.770 0.934
H 0.196 0.741 2.061
H 2.451 -0.011 1.123
H 1.290 -1.074 1.712
H 1.836 -0.725 -1.312
H 0.100 0.293 -2.041
H 1.686 2.016 -0.297
H -0.048 2.168 -0.364
N -1.256 -1.499 -0.159
N 1.234 -0.954 -0.532
```

Calculated values
LUMO energy in eV: 1.0
Highest occupied orbital energy in eV: -8.9
Charge: 0
Kohn-Sham gap in eV: 9.84

These are the Mulliken partial charges, in e, on atoms 1 to 4: number 1, C, carries -1.43; number 2, C, carries 0.88; number 3, C, carries -0.38; number 4, C, carries -0.55

=====

# 3
Below is a molecular structure, C6H12N2, with properties calculated with ωB97M-V/def2-TZVPD.

XYZ file:
```
20
Properties=species:S:1:pos:R:3
C 1.843 -0.562 -0.177
C -1.840 -0.294 -0.568
C 0.224 -1.419 1.341
C 0.447 2.048 -0.136
C -0.507 -0.646 -1.108
C 0.439 -0.737 0.069
N 2.932 -0.596 -0.499
N 0.255 1.033 0.860
H -2.134 -1.013 0.260
H -2.514 -0.433 -1.441
H -1.902 0.707 -0.159
H -0.589 -0.749 1.634
H -0.236 -2.410 1.165
H 1.066 -1.468 1.991
H 1.538 1.946 -0.583
H -0.138 2.052 -1.031
H 0.585 2.988 0.310
H -0.565 -1.708 -1.623
H -0.002 0.096 -1.783
H 1.100 1.168 1.477
```

Calculated values
LUMO energy in eV: 0.8
Highest occupied orbital energy in eV: -9.0
Charge: 0
Kohn-Sham gap in eV: 9.75

These are the Mulliken partial charges, in e, on atoms 1 to 4: number 1, C, carries -0.04; number 2, C, carries -1.20; number 3, C, carries -1.38; number 4, C, carries -0.99

=====

# 4
Below is a single C6H12N2 molecule, with properties calculated with ωB97M-V/def2-TZVPD.

XYZ file:
```
20
Properties=species:S:1:pos:R:3
H 2.916 -0.167 0.176
N 2.474 -1.235 -0.078
C 1.199 -1.164 -0.118
N 0.194 -0.204 0.216
C 0.169 1.226 -0.395
C 0.605 2.241 0.596
C -1.394 1.003 -0.637
C -0.960 -0.534 -0.374
C -2.005 -1.413 0.506
H 1.017 -2.215 -0.252
H 0.889 1.083 -1.210
H 1.576 2.188 0.569
H 0.386 1.673 1.722
H 0.105 3.188 0.233
H -1.937 1.111 -1.535
H -1.996 1.029 0.390
H -0.811 -1.364 -1.292
H -1.387 -1.166 1.518
H -3.206 -0.959 0.617
H -1.918 -2.481 0.624
```

Calculated values
SMILES string: [H]/N=C\N1[C@H](C)C[C@@H]1C
LUMO energy in eV: 1.0
Highest occupied orbital energy in eV: -9.2
Charge: 0
Kohn-Sham gap in eV: 10.19

These are the Mulliken partial charges, in e, on atoms 1 to 4: number 1, H, carries 0.24; number 2, N, carries -0.63; number 3, C, carries -0.12; number 4, N, carries -0.07

=====

Largest force on an atom? In order: 12.52; 9.84; 5.32; 9.15 eV Å⁻¹.